A | Molecular formula: C18H23NO3
Method: DFT, the ωB97M-V functional and the def2-TZVPD basis

CARTESIAN COORDINATES (ANGSTROEM)
1 C 2.6506 2.6158 -1.4776
2 H 2.2336 3.5968 -1.7631
3 O 1.5594 2.0059 -0.5782
4 C 1.8222 0.8814 -0.0415
5 C 0.8480 0.6129 0.6991
6 C 0.9294 -0.4856 1.6369
7 C 2.0123 -1.2909 1.5128
8 C 2.9176 -1.3338 0.5170
9 C 2.9403 -0.1592 -0.2479
10 O 3.8629 0.1720 -1.1839
11 C 3.9106 -0.8976 -2.0757
12 H 3.0249 -0.8058 -2.8101
13 H 3.9324 -1.7555 -2.1077
14 H 4.6956 -0.5410 -2.7691
15 O 3.8970 -2.2660 0.3538
16 C 5.2985 -1.6492 0.8281
17 H 5.5068 -0.7492 0.0713
18 H 5.9107 -2.5138 0.5869
19 H 5.1633 -1.5771 1.8576
20 H 1.9713 -2.3548 2.1728
21 C -0.2534 -0.9537 2.5246
22 N -1.3252 -1.3247 2.0348
23 C -2.3030 -0.5341 1.3071
24 C -2.5442 0.8614 1.8044
25 C -3.5895 1.2620 0.9331
26 C -4.2849 1.0849 -0.1490
27 C -3.8922 -0.0587 -0.7637
28 C -3.0147 -1.0812 0.1368
29 H -2.6339 -1.8500 -0.2782
30 C -4.5969 -0.6445 -1.8303
31 H -4.4088 -0.1965 -2.6668
32 H -4.1994 -1.8057 -2.1867
33 H -5.6848 -0.7768 -1.6608
34 C -5.1717 2.0276 -0.9730
35 H -4.8545 2.1938 -1.9388
36 H -5.3651 2.8065 -0.1828
37 H -6.2230 1.3482 -1.0117
38 H -3.7478 2.7162 1.5520
39 H -2.1405 1.1555 2.5813
40 H -1.1344 -2.2269 1.4843
41 H -0.0565 -1.4966 3.3485
42 H -0.4077 0.0998 3.3810
43 H 0.1973 1.3673 1.0325
44 H 2.7635 2.0799 -2.5493
45 H 3.7837 2.4409 -1.1106

**2S+1**: 1
**E_HOMO**: -0.2870 hartree
**E_LUMO**: 0.0250 hartree

---

B | Molecular formula: C18H23NO3
Method: DFT, the ωB97M-V functional and the def2-TZVPD basis

CARTESIAN COORDINATES (ANGSTROEM)
1 O 5.3690 -0.3720 -0.9783
2 O -4.0735 2.6138 -0.5593
3 O 0.0297 0.2878 -1.8930
4 C -1.2935 -1.6972 2.4482
5 C -0.8479 -0.4306 2.5881
6 C 3.6141 0.5328 -2.2567
7 C 2.2666 0.5393 -2.6132
8 C 4.0348 -0.0802 -1.0998
9 C 1.3317 0.1887 -1.6420
10 C 3.0867 -0.5098 -0.1453
11 C 1.6985 -0.2738 -0.3860
12 N -1.7760 0.6763 -0.3505
13 C 3.6133 -1.1311 1.1834
14 C -4.2850 1.1283 -0.7805
15 C -2.9391 2.8826 0.2651
16 C -0.9505 -2.6177 1.2760
17 C 0.2998 0.1650 1.7213
18 C -2.9769 0.4096 -1.1600
19 C -1.6375 2.1751 -0.4298
20 C -0.6604 -0.1872 -0.7262
21 C 0.3153 -2.0800 0.6438
22 C 0.4208 -0.5830 0.3441
23 H 5.8679 0.2525 -1.5257
24 H -2.0501 -2.0558 3.1488
25 H -1.3081 0.1295 3.4498
26 H 4.4464 0.8942 -2.9348
27 H 1.9729 0.9556 -3.5231
28 H 4.6519 -1.1378 1.2332
29 H 3.2580 -2.1169 1.3344
30 H 3.3489 -0.5700 2.1023
31 H -5.0331 1.0748 -1.4752
32 H -4.7243 0.7219 0.1365
33 H -2.7071 3.9827 0.1896
34 H -3.1114 2.4872 1.2954
35 H -1.8849 -2.5876 0.5271
36 H -0.8364 -3.6263 1.5174
37 H 0.1314 1.1620 1.5443
38 H 1.2225 0.0090 2.2944
39 H -2.8252 0.7881 -2.2003
40 H -3.2633 -0.6449 -1.1611
41 H -0.6347 2.3354 -0.0231
42 H -1.5730 2.5404 -1.5260
43 H -1.2050 -1.1467 -1.0021
44 H 1.1044 -2.3490 1.3403
45 H 0.5122 -2.7353 -0.1914

**2S+1**: 1
**SMILES string**: Cc1c(O)ccc2c1[C@@]1(CC=CCC1)[C@@H](N1CCOCC1)O2
**E_HOMO**: -0.2869 hartree
**E_LUMO**: 0.0268 hartree

---

We find B to be the most stable, with the next structure 340.7 kcal/mol higher.

---

A | Molecular formula: C3H6NOS2
Method: DFT, the ωB97M-V functional and the def2-TZVPD basis

CARTESIAN COORDINATES (ANGSTROEM)
1 C -2.8162 -0.8184 0.1613
2 C -1.3531 -0.9830 0.0865
3 C 2.4090 1.1661 0.0883
4 N -3.3285 0.4459 -0.4697
5 O -2.4647 1.2954 -0.4030
6 S -0.4464 0.4007 0.0577
7 S 1.4829 -0.2223 -0.4691
8 H -3.5494 -1.6339 -0.0250
9 H -3.1586 -0.5051 1.2721
10 H -0.9491 -1.9554 -0.2887
11 H 2.3703 1.9390 -0.7341
12 H 3.4924 0.7729 0.3381
13 H 1.9961 1.4639 1.0164

**2S+1**: 1
**E_HOMO (spin up / spin down)**: -0.5079 / -0.5079 hartree
**E_LUMO (spin up / spin down)**: -0.2286 / -0.2287 hartree
**Total charge**: +1

---

B | Molecular formula: C3H6NOS2
Method: DFT, the ωB97M-V functional and the def2-TZVPD basis

CARTESIAN COORDINATES (ANGSTROEM)
1 C -2.6474 0.7448 -0.0783
2 C -1.0221 0.8488 0.2203
3 C 2.9171 -0.9013 -0.3189
4 N -1.8406 -0.2572 0.5622
5 O -1.8265 -1.4349 0.8462
6 S 0.1637 0.5928 -1.0631
7 S 1.7958 0.4263 0.1875
8 H -3.2966 1.2391 0.7085
9 H -3.1680 0.6431 -1.0480
10 H -0.8339 1.5426 0.9813
11 H 3.4141 -0.8968 -1.2606
12 H 2.5342 -1.8152 -0.1361
13 H 3.8102 -0.7321 0.3989

**2S+1**: 1
**SMILES string**: CSS[C@H]1C[N+]1=O
**E_HOMO**: -0.4769 hartree
**E_LUMO**: -0.2682 hartree
**Total charge**: +1

---

We find A to be the most stable, with the next structure 22.8 kcal/mol higher.

---

A | Molecular formula: C3H11N
Method: DFT, the ωB97M-V functional and the def2-TZVPD basis

CARTESIAN COORDINATES (ANGSTROEM)
1 C 0.2244 2.3365 2.1404
2 H 1.1870 2.7513 2.1072
3 H 0.1898 1.3134 1.7408
4 H -0.2126 3.0451 1.4463
5 H -0.1477 2.3040 3.1620
6 C -0.6838 -0.3997 -1.8155
7 C 0.4343 -1.1863 -1.0669
8 N -0.2296 -2.1433 -0.0657
9 H -1.1607 0.3787 -1.0773
10 H -0.3390 0.1115 -2.6290
11 H -1.4375 -1.0885 -2.0730
12 H 1.1012 -1.8778 -1.7463
13 H 1.0982 -0.4601 -0.5314
14 H -0.2789 -3.0138 -0.3832
15 H 0.2546 -2.0709 0.7917

**2S+1**: 1
**SMILES string**: CCN.C
**E_HOMO**: -0.3382 hartree
**E_LUMO**: 0.0384 hartree

---

B | Molecular formula: C3H11N
Method: DFT, the ωB97M-V functional and the def2-TZVPD basis

CARTESIAN COORDINATES (ANGSTROEM)
1 C 2.9742 -0.1107 3.2397
2 H 2.0190 -0.6013 3.5110
3 H 3.7550 -0.4107 3.9129
4 H 2.7724 0.9623 3.2727
5 H 3.1182 -0.3945 2.2015
6 C -0.9056 0.1555 -0.0098
7 C -1.0927 -0.5213 -1.3534
8 N -1.5484 0.4154 -2.4034
9 H -1.8190 0.5074 0.4602
10 H -0.3538 -0.5064 0.6672
11 H -0.3575 1.1129 -0.1480
12 H -0.1109 -0.8168 -1.7372
13 H -1.8111 -1.3376 -1.2353
14 H -1.0018 0.2566 -3.2413
15 H -1.2900 1.3734 -2.1905

**2S+1**: 1
**SMILES string**: CCN.C
**E_HOMO**: -0.3403 hartree
**E_LUMO**: 0.0356 hartree

---

We find B to be the most stable, with the next structure 13.8 kcal/mol higher.

---

A | Molecular formula: C5HN3O
Method: DFT, the ωB97M-V functional and the def2-TZVPD basis

CARTESIAN COORDINATES (ANGSTROEM)
1 C -0.2962 0.4921 0.2566
2 C 2.0282 0.4111 -0.2735
3 C 1.1026 -0.6806 1.7068
4 C -2.0315 0.0155 -0.9990
5 C 0.8671 0.0070 0.4660
6 N -1.2276 0.9414 -0.3186
7 N 2.9827 0.8126 -0.7585
8 N 1.4710 -1.3621 2.5513
9 O -2.8696 -0.7033 -0.4733
10 H -2.0267 0.0664 -2.1578

**2S+1**: 1
**SMILES string**: N#CC(=C=NC=O)C#N
**E_HOMO**: -0.3962 hartree
**E_LUMO**: -0.0309 hartree

---

B | Molecular formula: C5HN3O
Method: DFT, the ωB97M-V functional and the def2-TZVPD basis

CARTESIAN COORDINATES (ANGSTROEM)
1 C 0.1848 2.5692 0.0238
2 C 0.2254 1.3308 0.1091
3 C 0.4559 -0.0047 -0.1789
4 C -0.3765 -1.0721 0.1174
5 C -1.3215 -1.2656 1.3121
6 H 0.4640 3.7975 -0.5202
7 N 1.1938 -0.3834 -1.2233
8 N 0.9097 -1.5488 -1.4927
9 N -1.7506 -1.3315 2.4611
10 O 0.0150 -2.0915 -0.6085

**2S+1**: 1
**E_HOMO**: -0.3677 hartree
**E_LUMO**: -0.0321 hartree

---

We find A to be the most stable, with the next structure 81.5 kcal/mol higher.